C39H100N4O13S2 | ωB97M-V/def2-TZVPD

Each line ends with the Mulliken charge.
CARTESIAN COORDINATES (ANGSTROEM)
C 1.899 0.856 -3.912  -0.448
C 2.367 -0.046 -5.072  0.183
C 3.885 -0.072 -5.160  -1.370
O 1.781 -1.330 -4.849  -0.469
H 2.006 0.447 -2.911  -0.487
H 0.829 1.005 -4.074  0.373
H 2.494 1.763 -4.042  0.410
H 1.907 0.382 -5.971  0.486
H 4.297 -0.603 -4.300  0.128
H 4.290 0.931 -5.274  0.425
H 4.192 -0.638 -6.043  0.357
H 0.840 -1.261 -5.112  0.300
C 4.376 -3.859 -2.221  -1.623
C 3.155 -3.128 -2.731  0.831
C 1.841 -3.415 -2.064  -0.300
O 3.491 -1.725 -2.759  0.291
H 4.197 -4.905 -2.484  0.455
H 4.555 -3.704 -1.156  0.255
H 5.307 -3.602 -2.729  0.356
H 2.978 -3.423 -3.775  0.288
H 1.803 -3.164 -1.001  -0.178
H 1.618 -4.476 -2.201  0.536
H 1.007 -2.872 -2.514  -0.351
H 2.746 -1.205 -3.098  -0.316
C -1.757 -0.860 -0.135  -1.235
C -0.386 -1.498 -0.215  1.145
C 0.523 -0.636 -1.101  1.060
O 0.192 -1.498 1.073  0.270
H -1.839 -0.061 0.607  -0.197
H -2.497 -1.576 0.237  0.119
H -2.215 -0.471 -1.047  0.567
H -0.507 -2.492 -0.655  0.174
H 0.574 0.381 -0.704  -0.392
H 0.165 -0.585 -2.128  -0.634
H 1.562 -0.976 -1.086  -0.458
H 1.125 -1.706 1.038  -0.298
C 1.219 5.236 -1.314  -1.643
C 0.772 4.112 -0.405  1.049
C 1.975 3.298 0.065  -0.851
O 0.169 4.671 0.775  -0.574
H 1.901 5.937 -0.846  0.345
H 0.324 5.682 -1.758  0.432
H 1.642 4.778 -2.214  0.328
H 0.110 3.425 -0.944  -0.008
H 1.695 2.413 0.644  -0.380
H 2.686 3.813 0.719  0.590
H 2.578 2.978 -0.785  0.391
H -0.718 5.024 0.521  0.223
C 4.074 -2.432 3.425  -1.672
C 3.088 -1.519 2.702  1.244
C 3.382 -0.025 2.930  -0.387
O 3.035 -1.733 1.292  -0.181
H 3.886 -3.498 3.313  0.382
H 4.046 -2.123 4.472  0.449
H 5.090 -2.277 3.051  0.318
H 2.104 -1.723 3.136  -0.095
H 2.760 0.626 2.324  -0.573
H 4.448 0.114 2.765  -0.092
H 3.133 0.125 3.986  0.670
H 3.883 -1.498 0.860  -0.043
C -3.102 3.055 -0.490  -0.632
C -3.381 4.468 -0.023  0.278
C -3.582 4.679 1.490  -0.033
O -4.058 5.973 1.734  -0.443
C -3.574 6.488 2.972  -0.680
N -2.349 5.388 -0.548  -0.623
H -2.932 3.074 -1.569  0.672
H -3.998 2.451 -0.344  -0.038
H -2.229 2.611 -0.011  -0.376
H -4.332 4.812 -0.455  0.417
H -2.596 4.434 1.910  -0.242
H -4.265 3.914 1.876  0.395
H -3.957 7.492 3.135  0.294
H -2.484 6.476 3.015  0.239
H -3.990 5.840 3.751  0.302
H -2.628 6.348 -0.366  0.209
H -2.374 5.288 -1.558  0.254
C 4.558 1.151 -0.459  -0.702
C 5.825 0.248 -0.420  0.262
C 6.718 0.561 0.781  -0.501
O 7.098 1.921 0.638  -0.371
C 7.672 2.461 1.799  -0.810
N 5.415 -1.195 -0.279  -0.468
H 4.889 2.175 -0.617  0.712
H 4.063 1.053 0.508  -0.091
H 3.831 0.825 -1.202  -0.399
H 6.312 0.387 -1.389  0.615
H 7.602 -0.086 0.765  0.438
H 6.178 0.386 1.712  0.139
H 8.300 3.327 1.599  0.281
H 8.278 1.682 2.279  0.341
H 7.034 2.788 2.632  0.273
H 6.315 -1.608 -0.532  0.429
H 4.859 -1.419 -1.113  -0.400
C -0.790 -3.231 4.571  -1.253
C -1.997 -3.475 3.647  0.117
C -3.360 -3.393 4.346  -0.431
O -3.398 -4.194 5.521  -0.392
C -4.700 -4.221 6.064  -0.746
N -1.999 -2.493 2.550  0.048
H 0.068 -3.328 3.902  0.253
H -0.779 -4.051 5.290  0.489
H -0.850 -2.218 4.963  0.165
H -1.916 -4.451 3.158  0.574
H -4.080 -3.716 3.587  0.314
H -3.553 -2.364 4.666  0.277
H -5.239 -3.273 6.145  0.281
H -4.610 -4.642 7.067  0.277
H -5.273 -4.933 5.458  0.294
H -1.135 -2.516 2.017  0.002
H -1.821 -1.605 3.020  0.070
C -2.268 -1.594 -3.826  -1.044
C -1.641 -2.455 -4.902  0.543
C -2.700 -3.358 -5.559  -1.042
O -2.042 -4.173 -6.513  -0.295
C -2.890 -4.847 -7.372  -0.837
N -0.913 -1.650 -5.906  -0.547
H -3.065 -0.922 -4.142  0.353
H -1.453 -1.043 -3.354  0.003
H -2.655 -2.262 -3.053  0.385
H -0.972 -3.180 -4.427  -0.034
H -3.471 -2.806 -6.118  0.413
H -3.210 -4.021 -4.850  0.470
H -2.419 -5.539 -8.066  0.269
H -3.604 -4.232 -7.940  0.334
H -3.615 -5.498 -6.851  0.323
H -1.036 -2.250 -6.727  0.240
H -1.547 -0.871 -6.089  0.296
C 0.240 3.397 4.080  -0.823
C 1.076 2.643 3.040  0.136
C 0.168 1.704 2.188  0.644
S -1.407 1.535 3.172  0.956
O -1.724 0.153 3.434  -0.901
O -2.341 2.425 2.506  -0.592
C -0.680 2.315 4.653  -0.828
H -0.232 4.278 3.652  0.203
H 0.877 3.704 4.910  0.469
H 1.823 1.987 3.487  0.326
H 1.592 3.281 2.319  -0.019
H 0.649 0.731 2.134  -0.277
H -0.120 2.179 1.254  -0.417
H -0.049 1.638 5.226  0.330
H -1.525 2.624 5.268  0.543
C -4.873 0.543 0.553  1.000
C -5.102 -0.426 1.755  -0.594
C -5.403 -1.799 1.166  -0.618
S -6.251 -1.505 -0.416  1.116
O -7.657 -1.761 -0.279  -0.702
O -5.396 -2.141 -1.393  -0.586
C -5.969 0.304 -0.493  -1.043
H -3.909 0.368 0.070  -0.454
H -4.845 1.555 0.958  0.032
H -5.924 -0.102 2.400  0.583
H -4.252 -0.385 2.437  -0.070
H -5.935 -2.428 1.875  0.556
H -4.471 -2.289 0.884  0.085
H -6.827 0.755 0.009  0.438
H -5.800 0.697 -1.489  0.421

Calculated values
Highest occupied orbital energy (Ha): -0.315
E (eV): -96309.6453
Relative energy (zero: lowest compared OMol25 entry of this formula, charge and spin) (kJ/mol): 0.0
SMILES string: O=S1(=O)CCCC1.O=S1(=O)CCCC1.COC[C@H](C)N.COC[C@H](C)N.COC[C@H](C)N.COC[C@H](C)N.CC(C)O.CC(C)O.CC(C)O.CC(C)O.CC(C)O
Gap between HOMO and LUMO (Eh): 0.3304
2S+1: 1